Entry 1:
C35H30BrFeN5OP | ωB97M-V/def2-TZVPD

Results
ΔE to the lowest compared entry with this formula, charge and spin: 80.9 kJ/mol
LUMO (spin up / spin down): -3.77 / -3.77 eV
charge: +1
E: -5879.7067 a.u.

CARTESIAN COORDINATES (ANGSTROEM)
Fe  0.057  0.670  -0.174
Br  -1.910  4.324  5.913
C  -1.745  3.497  4.221
C  -2.402  4.045  3.108
C  -2.282  3.452  1.878
C  -1.478  2.301  1.666
O  -1.363  1.856  0.457
C  -0.861  1.745  2.808
C  -0.209  0.457  2.755
N  0.136  -0.122  1.654
C  0.343  -1.509  1.615
C  1.164  -2.242  2.417
C  1.211  -3.651  2.269
C  0.436  -4.290  1.349
C  -0.424  -3.547  0.498
C  -1.263  -4.133  -0.476
C  -2.051  -3.333  -1.252
C  -1.976  -1.937  -1.091
N  -1.203  -1.345  -0.211
C  -0.453  -2.146  0.615
C  -1.017  2.352  4.073
H  -3.007  4.935  3.227
H  -2.791  3.868  1.017
H  -0.117  -0.103  3.687
H  1.775  -1.752  3.165
H  1.869  -4.223  2.910
H  0.470  -5.368  1.255
H  -1.275  -5.210  -0.595
H  -2.718  -3.749  -1.994
H  -2.572  -1.284  -1.721
H  -0.548  1.894  4.936
C  2.133  5.291  2.428
C  1.012  5.030  1.656
C  0.928  3.841  0.949
C  1.962  2.922  1.013
C  3.104  3.188  1.769
C  3.177  4.372  2.478
N  1.816  1.705  0.278
N  2.889  1.130  0.052
C  2.768  -0.086  -0.646
C  3.937  -0.705  -1.053
C  3.840  -1.886  -1.771
C  2.579  -2.379  -2.046
C  1.470  -1.690  -1.588
N  1.550  -0.557  -0.888
H  2.199  6.212  2.993
H  0.198  5.741  1.605
H  0.082  3.628  0.325
H  3.907  2.467  1.816
H  4.051  4.581  3.081
H  4.883  -0.247  -0.802
H  4.727  -2.405  -2.106
H  2.437  -3.291  -2.609
H  0.477  -2.070  -1.784
C  -2.104  1.511  -2.697
P  -0.351  1.622  -2.229
C  -0.091  3.417  -2.240
C  0.553  1.015  -3.680
C  0.287  -0.274  -4.146
C  0.961  -0.786  -5.244
C  1.921  -0.015  -5.888
C  2.192  1.268  -5.437
C  1.507  1.783  -4.343
H  -2.336  0.505  -3.046
H  -2.349  2.218  -3.490
H  -2.693  1.727  -1.805
H  -0.390  3.852  -3.195
H  0.945  3.678  -2.029
H  -0.724  3.827  -1.454
H  -0.475  -0.877  -3.664
H  0.735  -1.782  -5.603
H  2.446  -0.411  -6.748
H  2.931  1.876  -5.941
H  1.727  2.789  -4.010

Results of the Mulliken charge analysis, in e, for atoms 1 through 4: number 1, Fe, carries -0.27; number 2, Br, carries -0.18; number 3, C, carries -0.40; number 4, C, carries -0.46



Entry 2:
C24H17Co2N2O6 | ωB97M-V/def2-TZVPD

Results
ΔE to the lowest compared entry with this formula, charge and spin: 0.0 kJ/mol
LUMO: 2.53 eV
charge: -1
E: -4251.2507 a.u.

CARTESIAN COORDINATES (ANGSTROEM)
C  -4.266  -0.086  1.605
C  -2.873  -0.647  1.631
C  -1.773  0.222  1.695
C  -0.477  -0.305  1.721
C  -0.323  -1.717  1.643
C  -1.393  -2.599  1.582
C  -2.681  -2.043  1.587
N  1.051  -1.927  1.623
C  1.673  -0.712  1.692
C  3.147  -0.598  1.657
N  0.790  0.275  1.776
H  -5.009  -0.889  1.598
H  -4.463  0.548  2.479
H  -4.439  0.536  0.717
H  -1.902  1.304  1.712
H  -1.205  -3.673  1.539
H  -3.565  -2.682  1.551
H  1.524  -2.821  1.556
H  3.414  0.464  1.662
H  3.579  -1.092  2.537
H  3.532  -1.074  0.746
O  1.956  5.892  4.191
C  2.262  5.095  3.412
Co  2.752  4.032  2.142
C  3.800  3.056  3.149
O  4.487  2.463  3.868
C  1.234  3.332  1.621
O  0.165  3.097  1.238
C  3.237  5.585  0.794
C  2.183  6.561  0.543
C  0.925  6.144  0.060
C  -0.182  6.979  0.190
C  -0.025  8.270  0.716
C  1.264  8.766  0.956
C  2.374  7.933  0.821
C  4.623  5.820  1.000
C  5.417  6.578  1.756
Co  4.329  4.565  -0.186
C  3.218  3.548  -1.145
O  2.590  2.812  -1.776
C  5.250  3.234  0.523
O  5.904  2.328  0.826
C  5.422  5.149  -1.438
O  6.189  5.511  -2.220
H  0.837  5.155  -0.395
H  -1.165  6.621  -0.118
H  -0.893  8.899  0.920
H  1.420  9.806  1.243
H  3.393  8.300  0.958
H  6.489  6.538  1.582
H  5.018  7.211  2.555

Results of the Mulliken charge analysis, in e, for atoms 1 through 4: number 1, C, carries -1.31; number 2, C, carries 0.81; number 3, C, carries -0.55; number 4, C, carries 0.01



Entry 3:
C5H9IO | ωB97M-V/def2-TZVPD

Results
ΔE to the lowest compared entry with this formula, charge and spin: 164.2 kJ/mol
LUMO: -0.02 eV
charge: 0
E: -568.7625 a.u.

CARTESIAN COORDINATES (ANGSTROEM)
C  0.034  0.095  -0.817
C  -1.227  2.189  0.403
C  0.932  -2.257  -0.125
C  -1.048  0.702  0.812
C  1.240  -0.850  -0.711
O  -0.256  0.612  -1.845
I  2.796  0.122  0.514
H  -1.177  2.176  -0.713
H  -2.132  2.499  0.966
H  -0.520  2.805  0.894
H  0.061  -2.648  -0.716
H  0.610  -2.240  0.865
H  1.741  -2.945  -0.265
H  -2.028  0.192  0.693
H  -0.538  0.394  1.821
H  1.513  -0.847  -1.775

Results of the Mulliken charge analysis, in e, for atoms 1 through 4: number 1, C, carries 0.35; number 2, C, carries -0.90; number 3, C, carries -1.22; number 4, C, carries -0.40



Entry 4:
C12H20IrN3O2S3 | ωB97M-V/def2-TZVPD

Results
ΔE to the lowest compared entry with this formula, charge and spin: 404.4 kJ/mol
spin multiplicity: 2
LUMO (spin up / spin down): -12.04 / -12.05 eV
charge: +3
E: -2081.6796 a.u.

CARTESIAN COORDINATES (ANGSTROEM)
Ir  1.051  0.041  -0.129
C  -0.372  4.404  0.365
C  0.958  3.748  0.024
S  1.013  2.204  -0.970
C  -0.432  2.275  -2.062
C  -1.851  2.303  -1.459
S  -2.005  1.700  0.257
C  -3.645  2.432  0.746
C  -3.177  3.846  1.145
S  -1.415  3.375  1.435
H  -0.950  4.710  -0.506
H  -0.204  5.290  0.990
H  1.537  3.538  0.924
H  1.515  4.492  -0.549
H  -0.306  1.384  -2.676
H  -0.321  3.141  -2.717
H  -2.519  1.607  -1.980
H  -2.310  3.289  -1.513
H  -3.984  1.836  1.593
H  -4.373  2.373  -0.062
H  -3.616  4.254  2.054
H  -3.218  4.576  0.339
O  -0.696  -0.538  -0.735
N  -0.929  -1.862  -0.664
N  0.057  -2.510  -0.242
O  1.195  -1.908  0.067
C  0.011  -3.950  -0.112
C  -1.142  -4.616  -0.519
C  -1.167  -5.992  -0.390
C  -0.068  -6.669  0.130
C  1.069  -5.974  0.528
C  1.124  -4.596  0.411
H  -1.988  -4.086  -0.928
H  -2.048  -6.537  -0.700
H  -0.099  -7.746  0.225
H  1.920  -6.503  0.931
H  2.004  -4.055  0.719
N  3.095  0.234  0.378
H  3.656  0.825  -0.235
H  3.515  -0.696  0.325
H  3.266  0.558  1.331

Results of the Mulliken charge analysis, in e, for atoms 1 through 4: number 1, Ir, carries 0.73; number 2, C, carries -0.70; number 3, C, carries -0.73; number 4, S, carries -0.10



Entry 5:
C5H8N2 | ωB97M-V/def2-TZVPD

Results
ΔE to the lowest compared entry with this formula, charge and spin: 375.8 kJ/mol
LUMO: 0.73 eV
charge: 0
E: -304.6924 a.u.

CARTESIAN COORDINATES (ANGSTROEM)
C  -1.230  -1.357  0.231
N  -0.174  -0.461  0.078
C  1.055  -1.007  0.332
C  1.967  -0.042  -0.086
C  1.228  1.149  -0.452
C  -0.106  0.876  -0.283
N  -1.286  1.619  -0.500
H  -2.194  -0.813  0.126
H  -1.182  -2.253  -0.369
H  -0.598  -2.182  1.368
H  0.684  -1.959  1.056
H  3.046  -0.072  -0.017
H  1.630  2.131  -0.701
H  -1.699  1.979  0.356
H  -1.141  2.392  -1.139

Results of the Mulliken charge analysis, in e, for atoms 1 through 4: number 1, C, carries -0.79; number 2, N, carries 0.11; number 3, C, carries -0.01; number 4, C, carries -0.64



Entry 6:
CH5ClO3Si | ωB97M-V/def2-TZVPD

Results
spin multiplicity: 3
LUMO (spin up / spin down): 0.37 / -3.70 eV
charge: 0
E: -1016.4178 a.u.

CARTESIAN COORDINATES (ANGSTROEM)
C  -1.102  0.333  1.007
O  0.028  -0.245  -2.119
O  1.584  0.939  -0.370
O  1.015  -1.712  -0.039
Si  0.521  -0.236  -0.569
Cl  -0.990  2.154  1.362
H  -2.081  0.364  0.686
H  -0.904  0.048  1.970
H  -0.882  -0.031  -2.233
H  2.483  0.668  -0.023
H  0.328  -2.281  0.328

Results of the Mulliken charge analysis, in e, for atoms 1 through 4: number 1, C, carries -0.88; number 2, O, carries -0.41; number 3, O, carries -0.34; number 4, O, carries -0.36



Entry 7:
C21H32O7 | ωB97M-V/def2-TZVPD

Results
SMILES string: CC(C)CCOc1ccc(CO[C@@H]2[C@H]3OC(C)(C)O[C@H]3O[C@@H]2[C@@H](O)CO)cc1
ΔE to the lowest compared entry with this formula, charge and spin: 5.7 kJ/mol
LUMO: 0.67 eV
charge: 0
E: -1346.0655 a.u.

CARTESIAN COORDINATES (ANGSTROEM)
C  -7.891  -0.460  1.255
C  -6.763  -0.375  0.228
C  -6.647  -1.695  -0.531
C  -5.454  -0.009  0.934
C  -4.306  0.282  -0.028
O  -3.244  0.823  0.736
C  -2.108  1.210  0.105
C  -1.868  1.093  -1.261
C  -0.664  1.522  -1.790
C  0.325  2.070  -0.986
C  1.658  2.454  -1.575
O  2.520  1.341  -1.777
C  2.969  0.725  -0.606
C  4.374  0.125  -0.803
O  5.395  0.831  -0.150
C  5.710  0.170  1.066
C  7.215  0.256  1.298
C  4.931  0.756  2.251
O  5.353  -1.192  0.853
C  4.335  -1.239  -0.080
O  3.058  -1.348  0.528
C  2.136  -0.494  -0.137
C  1.430  -1.233  -1.300
O  2.346  -1.870  -2.152
C  0.463  -2.281  -0.725
O  1.182  -3.353  -0.172
C  0.076  2.192  0.377
C  -1.120  1.771  0.918
H  -7.681  -1.240  1.983
H  -8.003  0.483  1.784
H  -8.834  -0.693  0.766
H  -7.004  0.419  -0.488
H  -7.607  -1.961  -0.968
H  -6.346  -2.494  0.144
H  -5.919  -1.626  -1.334
H  -5.608  0.886  1.539
H  -5.157  -0.816  1.606
H  -4.629  1.007  -0.788
H  -3.973  -0.635  -0.531
H  -2.611  0.673  -1.921
H  -0.491  1.429  -2.852
H  2.157  3.194  -0.933
H  1.530  2.876  -2.575
H  3.024  1.461  0.208
H  4.600  0.058  -1.868
H  7.494  1.290  1.472
H  7.734  -0.113  0.419
H  7.482  -0.352  2.155
H  5.316  0.337  3.176
H  5.050  1.836  2.262
H  3.877  0.502  2.170
H  4.512  -2.104  -0.728
H  1.379  -0.202  0.600
H  0.887  -0.493  -1.893
H  2.439  -2.780  -1.825
H  -0.204  -1.813  0.013
H  -0.143  -2.707  -1.529
H  1.814  -2.990  0.468
H  0.823  2.630  1.023
H  -1.320  1.866  1.973

Results of the Mulliken charge analysis, in e, for atoms 1 through 4: number 1, C, carries -1.60; number 2, C, carries 0.79; number 3, C, carries -1.47; number 4, C, carries -1.01



Entry 8:
C10H14O | ωB97M-V/def2-TZVPD

Results
SMILES string: C=C(C)C/C=C\[C@@H]1O/C1=C\C
ΔE to the lowest compared entry with this formula, charge and spin: 463.4 kJ/mol
LUMO: 0.95 eV
charge: 0
E: -464.5085 a.u.

CARTESIAN COORDINATES (ANGSTROEM)
C  -2.260  0.519  -1.750
C  -2.112  0.192  -0.432
C  -1.512  1.231  0.373
C  -2.481  -1.127  0.082
C  -1.240  -1.809  0.784
C  0.077  -1.793  0.473
C  0.726  -1.002  -0.493
O  2.167  -1.294  -0.804
C  1.902  -0.210  -0.177
C  2.331  0.984  0.245
C  3.802  1.254  0.512
H  -2.674  -0.187  -2.339
H  -1.996  1.497  -2.129
H  -0.635  0.966  0.785
H  -2.104  1.501  1.274
H  -1.414  2.150  -0.092
H  -2.871  -1.790  -0.745
H  -3.248  -0.989  0.773
H  -1.463  -2.546  1.550
H  0.745  -2.378  1.069
H  0.164  -0.906  -1.426
H  1.698  1.626  0.872
H  4.086  2.356  0.137
H  4.339  0.575  -0.105
H  3.974  1.180  1.561

Results of the Mulliken charge analysis, in e, for atoms 1 through 4: number 1, C, carries -1.23; number 2, C, carries 0.85; number 3, C, carries -1.32; number 4, C, carries -0.56